Density functional theory data (the ωB97M-V functional and the def2-TZVPD basis) for a structure of composition C48H40MnN3O2P2S2.

Last column: Löwdin spin population.
Element x y z (Å)
Mn (0.148, -0.447, -1.113)  4.662
N (-1.682, -1.654, -0.156)  0.035
C (-2.967, -1.044, 0.132)  0.003
C (-4.036, -1.855, 0.502)  0.001
C (-5.266, -1.304, 0.811)  0.001
C (-5.435, 0.075, 0.767)  0.000
C (-4.374, 0.882, 0.400)  0.001
C (-3.131, 0.339, 0.063)  0.001
P (-1.738, 1.415, -0.433)  0.029
C (-2.279, 2.169, -1.999)  0.002
C (-3.429, 1.809, -2.689)  0.001
C (-3.753, 2.440, -3.883)  0.000
C (-2.941, 3.446, -4.384)  0.000
C (-1.790, 3.812, -3.698)  0.000
C (-1.452, 3.165, -2.522)  0.000
C (-1.934, 2.796, 0.748)  0.008
C (-1.450, 2.616, 2.042)  0.002
C (-1.636, 3.590, 3.011)  0.000
C (-2.290, 4.771, 2.687)  0.001
C (-2.758, 4.969, 1.397)  0.000
C (-2.588, 3.985, 0.432)  0.002
H (-1.304, -2.035, 0.709)  0.001
H (-1.822, -2.436, -0.790)  0.001
H (-3.893, -2.929, 0.548)  0.000
H (-6.090, -1.946, 1.091)  0.000
H (-6.391, 0.516, 1.017)  0.000
H (-4.504, 1.957, 0.370)  0.000
H (-4.074, 1.028, -2.307)  0.000
H (-4.648, 2.149, -4.417)  0.000
H (-3.203, 3.943, -5.309)  0.000
H (-1.152, 4.596, -4.085)  0.000
H (-0.546, 3.443, -1.992)  0.000
H (-0.915, 1.710, 2.295)  0.000
H (-1.261, 3.430, 4.013)  0.000
H (-2.431, 5.537, 3.439)  0.000
H (-3.266, 5.889, 1.138)  0.000
H (-2.968, 4.146, -0.569)  0.000
O (1.223, 0.824, -2.346)  0.067
N (0.874, 0.995, -3.621)  0.006
C (1.571, 1.930, -4.307)  0.003
C (1.322, 2.182, -5.624)  0.001
C (0.317, 1.448, -6.263)  0.002
C (-0.383, 0.510, -5.554)  0.003
C (-0.116, 0.256, -4.195)  0.010
S (-0.968, -0.930, -3.301)  0.053
H (2.323, 2.430, -3.715)  0.000
H (1.901, 2.932, -6.141)  0.000
H (0.091, 1.620, -7.307)  0.000
H (-1.168, -0.074, -6.012)  0.001
S (1.682, -5.044, -1.145)  0.004
C (1.075, -3.526, -0.617)  0.006
N (1.335, -2.502, -1.360)  0.028
C (2.098, -2.883, -2.460)  0.002
C (2.594, -2.022, -3.441)  0.000
C (3.345, -2.558, -4.462)  0.000
C (3.611, -3.934, -4.522)  0.000
C (3.141, -4.794, -3.553)  0.000
C (2.383, -4.251, -2.517)  0.001
H (0.525, -3.454, 0.313)  0.000
H (2.391, -0.962, -3.367)  0.000
H (3.739, -1.910, -5.233)  0.000
H (4.200, -4.327, -5.340)  0.000
H (3.355, -5.853, -3.595)  0.000
O (1.121, -0.543, 0.767)  0.045
P (1.496, -0.728, 2.210)  0.009
C (3.087, -1.543, 2.351)  0.001
C (3.717, -1.987, 1.193)  0.000
C (4.948, -2.623, 1.280)  0.000
C (5.544, -2.813, 2.517)  0.000
C (4.921, -2.360, 3.674)  0.000
C (3.695, -1.721, 3.593)  0.000
C (1.623, 0.827, 3.089)  0.001
C (1.305, 0.954, 4.439)  0.000
C (1.517, 2.164, 5.086)  0.000
C (2.044, 3.240, 4.387)  0.000
C (2.356, 3.117, 3.039)  0.000
C (2.148, 1.913, 2.388)  0.000
C (0.270, -1.748, 3.045)  0.001
C (0.523, -3.075, 3.385)  0.000
C (-0.492, -3.862, 3.912)  0.000
C (-1.760, -3.331, 4.098)  0.000
C (-2.022, -2.009, 3.757)  0.000
C (-1.011, -1.220, 3.234)  0.000
H (3.247, -1.821, 0.233)  0.000
H (5.442, -2.965, 0.380)  0.000
H (6.504, -3.308, 2.583)  0.000
H (5.395, -2.499, 4.637)  0.000
H (3.216, -1.357, 4.495)  0.000
H (0.891, 0.116, 4.987)  0.000
H (1.271, 2.264, 6.135)  0.000
H (2.209, 4.182, 4.893)  0.000
H (2.758, 3.962, 2.496)  0.000
H (2.382, 1.812, 1.335)  0.000
H (1.512, -3.493, 3.242)  0.000
H (-0.290, -4.891, 4.181)  0.000
H (-2.547, -3.947, 4.513)  0.000
H (-3.010, -1.591, 3.900)  0.000
H (-1.224, -0.191, 2.966)  0.000

The LUMO energy (spin up / spin down) is -1.9 / -1.9 eV. Its total energy is -130558.48186 eV. For the highest occupied orbital energy (spin up / spin down), the calculation gives -9.742 / -9.883 eV. The spin multiplicity is 6. As for the charge: +1. The HOMO-LUMO gap (spin up / spin down) is 7.87 / 8.00 eV.